(1)
# C6H11N4O3PS

The molecule C6H11N4O3PS (ωB97M-V/def2-TZVPD, OMol25).

The geometry in XYZ format:
```
26
C6H11N4O3PS ωB97M-V/def2-TZVPD
N 1.29 -0.10 -1.57
H 2.77 2.43 -0.22
H -4.26 0.05 0.45
C -3.57 -0.65 0.90
N 0.44 1.58 -0.17
H 2.83 -1.42 0.29
C -0.91 0.07 -1.16
N -0.79 1.13 -0.38
H -2.97 0.36 -1.47
C -2.67 -1.34 -0.13
C -2.28 -0.46 -1.34
H -3.17 -2.23 -0.46
C 1.41 0.93 -0.76
O 3.12 1.27 2.22
H -4.17 -1.41 1.37
H -2.28 -1.08 -2.22
C 2.79 1.39 -0.48
O 4.91 0.16 0.82
O 2.58 -0.87 1.06
H -2.48 1.34 1.79
S -2.69 0.12 2.29
H -1.78 -1.64 0.40
N 0.06 -0.55 -1.78
H 3.44 1.19 -1.32
P 3.36 0.53 1.02
H 5.00 -0.81 0.85
```

Results
HOMO energy: -0.330 Eh
structure (SMILES): O=P(O)(O)Cc1nnc(CCCS)nn1
charge: 0
electronic energy: -38627.691 eV
LUMO energy: -1.11 eV
spin multiplicity: 1


(2)
# C6H11N6S

The ion C6H11N6S with charge +1 (ωB97M-V/def2-TZVPD, OMol25).

The geometry in XYZ format:
```
24
C6H11N6S ωB97M-V/def2-TZVPD
N -0.71 -0.51 -0.21
S 0.73 2.06 -0.46
H -4.78 0.32 0.23
H -4.55 -1.30 0.49
C -4.32 -0.50 -0.12
H 2.13 -0.78 0.24
N 2.63 0.11 0.00
H -3.96 2.14 0.31
N -2.87 -0.26 -0.06
N -0.93 0.76 0.05
C 4.87 1.16 0.09
C 4.06 0.05 0.13
H 4.59 2.20 0.08
H -1.91 -2.13 -0.58
N -2.93 2.00 0.56
H -4.60 -0.68 -1.09
H 3.81 -2.05 0.24
C 2.01 1.20 -0.24
H 5.95 0.94 0.25
C -1.85 -1.14 -0.30
N 4.46 -1.32 0.18
H 5.45 -1.66 0.36
C -2.25 0.95 0.20
H -2.41 2.89 0.84
```

Results
HOMO energy: -0.416 Eh
charge: +1
electronic energy: -26166.965 eV
LUMO energy: -3.55 eV
spin multiplicity: 1


(3)
# C6H11N7

A cluster of 3 separate species, C6H11N7 in total (ωB97M-V/def2-TZVPD, OMol25).

The geometry in XYZ format:
```
24
C6H11N7 ωB97M-V/def2-TZVPD
N 2.87 1.75 -9.76
N -0.48 -2.79 5.32
H 0.14 4.50 5.76
N 0.06 2.56 5.77
H -4.01 -1.62 4.03
H -3.82 -2.52 5.52
H 2.46 1.53 -10.69
C 0.81 -3.02 5.39
H -2.87 -1.19 5.26
N -0.13 3.59 5.18
H 3.68 2.19 -10.15
C 0.74 -0.80 5.38
H -4.86 -0.93 5.61
H 1.39 -3.88 5.46
C -0.20 1.31 5.35
H 2.33 2.26 -9.11
C -0.60 -1.43 5.31
N 0.91 0.48 5.43
N -1.38 0.73 5.13
H 3.04 0.82 -9.40
N 1.58 -1.83 5.33
H 2.56 -1.68 5.20
C -1.57 -0.52 5.13
C -4.00 -1.57 5.18
```

Results
HOMO energy: -0.506 Eh
charge: +2
electronic energy: -16810.250 eV
LUMO energy: -7.28 eV
spin multiplicity: 1


(4)
# C6H11NO

The molecule C6H11NO (ωB97M-V/def2-TZVPD, OMol25).

The geometry in XYZ format:
```
19
C6H11NO ωB97M-V/def2-TZVPD
C 0.51 0.15 -0.55
C -0.54 0.90 1.52
H 0.44 1.17 1.90
H -3.11 -1.20 -1.21
C -2.25 -0.59 -1.44
H -2.23 -0.04 -2.37
H -2.72 0.22 0.42
H 0.81 1.14 -0.89
H 1.22 -1.01 1.09
H 2.76 1.37 0.51
H 1.94 -1.45 -0.31
O 3.77 -0.27 1.16
N -1.98 0.21 -0.25
C -0.73 0.39 0.30
H -1.47 -1.34 -1.58
H -1.31 1.13 2.25
C 1.65 -0.55 0.24
C 2.86 0.28 0.60
H 0.37 -0.50 -1.41
```

Results
HOMO energy: -0.291 Eh
structure (SMILES): C=C(CCC=O)NC
charge: 0
electronic energy: -9936.266 eV
ΔE to the lowest compared entry with this formula, charge and spin: 50.48 kcal per mole
LUMO energy: 0.87 eV
spin multiplicity: 1


(5)
# C6H11NO

The molecule C6H11NO (ωB97M-V/def2-TZVPD, OMol25).

The geometry in XYZ format:
```
19
C6H11NO ωB97M-V/def2-TZVPD
H 1.27 -0.25 -1.66
C 0.81 -1.66 0.56
H 0.84 2.47 -0.27
H 0.28 2.14 -1.92
H -2.91 -0.24 -0.09
C 0.54 -0.20 0.33
H 0.60 -2.27 -0.33
H 2.00 2.06 -1.60
O 0.03 1.88 1.69
C 0.92 0.42 -0.87
H -1.91 -1.46 0.72
C 1.02 1.87 -1.16
H -0.64 -0.01 2.13
H 0.24 -2.05 1.39
N -0.95 0.35 0.05
H 1.87 -1.78 0.81
C -1.93 -0.72 -0.09
C -0.25 0.70 1.38
H -1.82 -1.24 -1.05
```

Results
HOMO energy: -0.288 Eh
charge: 0
electronic energy: -9933.550 eV
ΔE to the lowest compared entry with this formula, charge and spin: 113.10 kcal per mole
LUMO energy: -0.45 eV
spin multiplicity: 1


(6)
# C6H11NO

A cluster of 2 separate species, C6H11NO in total (ωB97M-V/def2-TZVPD, OMol25).

The geometry in XYZ format:
```
19
C6H11NO ωB97M-V/def2-TZVPD
H 0.12 -1.57 2.44
H 1.68 -0.90 1.88
C 1.56 1.50 -1.09
H 2.05 0.85 -0.36
O 1.14 -1.67 -0.47
C -1.15 -1.26 -0.14
C 0.59 -0.88 1.74
C -2.21 -1.35 0.68
H 0.25 0.14 1.93
H -2.12 -1.33 1.76
N -0.86 1.77 -1.63
H -0.12 2.19 0.25
C 0.07 1.77 -0.74
H -0.54 1.37 -2.52
H -3.20 -1.50 0.27
C 0.28 -1.27 0.32
H 1.64 1.08 -2.09
H -1.27 -1.40 -1.21
H 2.08 2.46 -1.04
```

Results
HOMO energy: -0.362 Eh
structure (SMILES): C=CC(C)=O.[H]/N=C\C
charge: 0
electronic energy: -9936.462 eV
ΔE to the lowest compared entry with this formula, charge and spin: 45.94 kcal per mole
LUMO energy: 0.35 eV
spin multiplicity: 1


(7)
# C6H11NO

The molecule C6H11NO (ωB97M-V/def2-TZVPD, OMol25).

The geometry in XYZ format:
```
19
C6H11NO ωB97M-V/def2-TZVPD
H -0.25 -2.35 -0.30
O 1.84 0.63 -0.36
H 1.71 -0.93 1.36
H 1.65 -1.92 -0.37
C -1.89 -0.10 0.09
C 0.52 -1.54 -0.22
H -0.09 -0.48 1.97
H -2.84 -0.38 -0.78
N 0.11 -0.63 -1.35
H 0.90 -0.32 -1.91
C -0.57 0.37 -0.60
H 0.28 2.59 -0.89
C -0.20 1.90 -0.20
H -2.03 0.60 0.97
C 0.62 0.75 0.33
H -1.05 2.32 0.41
H -1.73 -1.09 0.48
H 2.42 1.17 0.31
C 0.61 -0.60 1.08
```

Results
HOMO energy: -0.286 Eh
structure (SMILES): C[C@]12C[C@@]1(O)CCN2
charge: 0
electronic energy: -9931.857 eV
ΔE to the lowest compared entry with this formula, charge and spin: 152.14 kcal per mole
LUMO energy: 0.80 eV
spin multiplicity: 1


(8)
# C6H11NO

The molecule C6H11NO (ωB97M-V/def2-TZVPD, OMol25).

The geometry in XYZ format:
```
19
C6H11NO ωB97M-V/def2-TZVPD
H 0.17 1.84 -0.92
C 1.11 -0.53 -1.70
C -0.23 -0.84 1.59
O 2.55 0.05 0.10
H 0.11 -0.30 -2.06
H 0.59 -0.76 2.29
H 1.20 -1.61 -1.56
C 1.46 0.17 -0.41
H -2.02 1.44 -0.39
H -0.75 1.21 1.67
H 1.84 -0.25 -2.46
C 0.50 1.31 -0.03
C -0.44 0.49 0.90
H -0.01 -1.64 0.88
H 1.07 2.01 0.59
C -1.64 0.47 -0.09
N -2.33 -0.51 -0.46
H -1.13 -1.14 2.12
H -2.05 -1.42 -0.09
```

Results
HOMO energy: -0.347 Eh
structure (SMILES): [H]/N=C\[C@@H](C)CC(C)=O
charge: 0
electronic energy: -9936.496 eV
ΔE to the lowest compared entry with this formula, charge and spin: 45.17 kcal per mole
LUMO energy: 0.77 eV
spin multiplicity: 1


(9)
# C6H11NO

A structure of composition C6H11NO (ωB97M-V/def2-TZVPD, OMol25).

The geometry in XYZ format:
```
19
C6H11NO ωB97M-V/def2-TZVPD
H -0.43 -2.09 -0.05
C -0.88 -1.06 -0.16
H 1.86 -0.01 -1.44
H 0.80 -1.74 0.92
C -2.15 0.61 0.08
H -2.70 0.87 1.08
H 1.74 2.08 -0.12
O -2.05 -0.81 0.28
C -0.01 0.03 -0.46
H -0.93 2.10 -0.83
N 1.72 -1.49 0.05
H 3.40 1.27 0.19
C -0.88 1.32 -0.14
H 2.92 -1.27 0.60
C 1.51 -0.08 -0.44
H -0.59 1.65 0.88
C 2.26 1.20 0.36
H 1.87 1.15 1.48
H -2.76 0.82 -0.81
```

Results
HOMO energy: -0.291 Eh
charge: 0
electronic energy: -9932.512 eV
ΔE to the lowest compared entry with this formula, charge and spin: 137.03 kcal per mole
LUMO energy: 0.87 eV
spin multiplicity: 1


(10)
# C6H11NO

A cluster of 2 separate species, C6H11NO in total (ωB97M-V/def2-TZVPD, OMol25).

The geometry in XYZ format:
```
19
C6H11NO ωB97M-V/def2-TZVPD
O -1.91 0.35 1.42
C -1.85 -0.13 0.15
H -0.11 -1.67 -1.11
H 1.10 -0.56 1.49
C 1.14 1.59 -0.08
H 1.21 1.79 0.99
H 1.62 0.01 -1.46
H -3.86 -0.83 -0.98
N -2.22 0.65 -1.06
C -2.96 -0.33 -0.72
H 0.10 1.60 -0.38
C -0.05 -1.50 -0.04
H 2.85 0.31 -0.23
H -0.44 -2.32 0.55
H 1.65 2.39 -0.61
C 1.22 -0.89 0.45
H 1.96 -1.71 0.47
C 1.77 0.24 -0.40
H -1.21 1.00 1.55
```

Results
HOMO energy: -0.303 Eh
charge: 0
electronic energy: -9933.489 eV
ΔE to the lowest compared entry with this formula, charge and spin: 114.51 kcal per mole
LUMO energy: 1.04 eV
spin multiplicity: 1


(11)
# C6H11NO

The molecule C6H11NO (ωB97M-V/def2-TZVPD, OMol25).

The geometry in XYZ format:
```
19
C6H11NO ωB97M-V/def2-TZVPD
C 0.84 -0.85 -1.45
H 1.91 -0.89 -1.50
C -0.03 0.02 1.23
H -0.17 0.81 3.22
O -1.18 -0.26 -2.50
C 0.12 0.09 -2.14
H -1.77 0.10 -0.01
H -0.50 1.08 -0.56
H 0.65 0.64 -2.92
H 1.47 -1.48 1.18
N 0.24 -1.72 -0.52
C 0.60 -1.06 0.71
H 0.87 1.74 2.16
H 1.44 0.20 2.81
C -1.07 0.74 0.50
C 0.57 0.73 2.42
H -1.56 0.41 -3.08
H -0.77 -1.73 -0.67
H -1.64 1.43 1.12
```

Results
HOMO energy: -0.304 Eh
structure (SMILES): CC(C)=CN/C=C\O
charge: 0
electronic energy: -9935.170 eV
ΔE to the lowest compared entry with this formula, charge and spin: 75.73 kcal per mole
LUMO energy: 0.78 eV
spin multiplicity: 1


(12)
# C6H11NO

The molecule C6H11NO (ωB97M-V/def2-TZVPD, OMol25).

The geometry in XYZ format:
```
19
C6H11NO ωB97M-V/def2-TZVPD
H 2.39 0.86 -0.87
O 0.48 -1.10 -1.36
H -0.58 -0.42 1.29
H -2.93 -0.44 -0.70
H -1.67 0.91 1.05
N -1.07 1.89 -1.52
H 3.42 -0.17 1.09
H -2.84 -1.33 0.81
H 1.87 -0.78 1.67
H -1.74 -1.74 -0.52
C 2.44 -0.53 0.78
C -0.59 0.95 -0.92
C 0.48 -0.03 -0.72
C -1.21 0.06 0.54
C -2.24 -0.92 0.00
H 1.49 1.42 0.54
H 2.58 -1.43 0.19
H -1.99 2.26 -1.29
C 1.73 0.54 -0.06
```

Results
HOMO energy: -0.318 Eh
structure (SMILES): [H]/N=C(\CC)C(=O)CC
charge: 0
electronic energy: -9935.426 eV
ΔE to the lowest compared entry with this formula, charge and spin: 69.84 kcal per mole
LUMO energy: 0.87 eV
spin multiplicity: 1